ORCA calculation (ωB97M-V/def2-TZVPD) on a molecular structure, C29H54Cl6N5O10Pd2.

Positions of all 106 atoms, in Å:
Pd (-1.56, -2.57, 2.39)
Pd (1.43, 2.54, -3.37)
Cl (-1.84, -0.82, -6.32)
Cl (3.60, -3.43, 4.83)
Cl (4.62, -1.61, 2.39)
Cl (-0.75, -3.24, -4.06)
Cl (5.68, -0.26, -1.64)
Cl (5.60, 2.50, 1.72)
O (-2.26, -1.30, 0.69)
O (-2.70, -0.90, 3.48)
O (-0.10, -0.95, 2.16)
O (1.72, 1.81, -1.14)
O (-0.15, -3.85, 1.41)
O (1.71, 0.31, -3.80)
O (-7.00, -2.41, -0.99)
O (-0.32, 4.88, -4.72)
O (-0.71, 1.56, -2.58)
O (1.17, 3.78, 3.56)
N (-2.64, 0.41, 5.32)
N (-6.18, -0.51, -0.05)
N (-2.13, 3.54, -4.34)
N (2.85, -1.63, -4.02)
N (2.70, 2.43, 4.56)
C (2.08, 3.63, 4.34)
C (0.95, 0.41, 0.50)
C (4.99, 0.92, -0.48)
C (3.69, -2.71, -3.47)
C (2.39, -1.89, -5.37)
C (3.83, 2.32, 5.46)
C (-2.79, 4.28, -3.29)
C (-6.59, 0.38, -1.10)
C (-1.05, 3.95, -5.02)
C (2.48, -0.55, -3.35)
C (-5.19, 0.04, 0.86)
C (0.48, -3.21, -0.93)
C (-1.58, 0.26, -0.96)
C (-1.46, -0.49, 0.28)
C (-2.62, 2.19, -4.54)
C (0.45, -4.22, 0.19)
C (-0.57, -0.76, -5.10)
C (-0.89, -1.49, -3.80)
C (-3.19, 0.78, 6.61)
C (2.27, 1.22, 3.90)
C (0.80, 1.07, -0.74)
C (-6.37, -1.85, -0.13)
C (-1.30, 0.90, 5.01)
C (6.11, 1.37, 0.45)
C (-0.52, 0.97, -1.50)
C (2.66, -3.37, 3.32)
C (-3.22, -0.51, 4.53)
C (-0.12, -0.33, 1.09)
C (2.91, -2.10, 2.53)
H (3.18, 0.71, 3.59)
H (-0.45, 0.31, -4.93)
H (0.40, -1.16, -5.39)
H (2.55, -2.14, 1.50)
H (-2.49, 0.12, -1.53)
H (1.67, 0.51, 4.47)
H (-7.36, -0.09, -1.71)
H (2.93, -3.47, -3.26)
H (2.55, 4.40, 4.96)
H (4.05, 3.30, 5.89)
H (-4.39, 0.47, 0.26)
H (-3.84, 4.46, -3.53)
H (-2.39, 1.52, -3.71)
H (2.93, -0.46, -2.36)
H (6.55, 0.52, 0.95)
H (-5.82, -2.39, 0.66)
H (-3.71, 2.22, -4.68)
H (0.90, -3.56, -1.86)
H (1.18, -2.40, -0.66)
H (-1.14, 1.91, 5.39)
H (-2.33, 1.75, -5.50)
H (-1.21, 0.97, 3.93)
H (1.90, 0.41, 1.00)
H (-0.48, -2.68, -1.05)
H (2.42, -1.27, 3.03)
H (4.44, -3.14, -4.12)
H (1.79, -1.09, -5.80)
H (2.90, -4.25, 2.72)
H (-2.66, 3.76, -2.34)
H (-5.75, 0.70, -1.71)
H (-2.55, 0.44, 7.42)
H (1.67, 1.47, 3.02)
H (-5.68, 0.79, 1.48)
H (-0.78, 3.30, -5.87)
H (-4.20, -0.81, 4.92)
H (6.86, 1.89, -0.14)
H (1.61, -3.42, 3.61)
H (4.42, 1.69, -0.99)
H (-6.95, 1.32, -0.68)
H (1.49, -4.54, 0.33)
H (-0.09, -1.26, -3.09)
H (4.10, -2.39, -2.51)
H (3.15, -2.02, -6.14)
H (-0.51, 0.28, 5.43)
H (4.26, 0.34, 0.09)
H (4.74, 2.14, 4.88)
H (-3.37, 1.86, 6.63)
H (-4.72, -0.72, 1.48)
H (-4.21, 0.44, 6.80)
H (3.65, 1.66, 6.30)
H (1.74, -2.78, -5.35)
H (-1.89, -1.29, -3.42)
H (-2.27, 5.23, -3.14)
H (-0.16, -5.09, -0.08)

Properties
2S+1 = 5
Kohn-Sham gap (spin up / spin down) = 0.25578 / 0.18068 hartree
highest occupied orbital energy (spin up / spin down) = -11.306 / -11.306 eV
total charge = +1
total energy = -140956.8420 eV